(1)
A cluster of 2 separate species, C3H6N2O2S in total in a non-equilibrium geometry, computed with wB97M-V/def2-TZVPD.

```
! RIJCOSX wB97M-V def2-TZVPD def2/J DEFGRID3
* xyz 0 1
C -1.751 2.587 0.280
C 1.107 -2.045 -0.288
C 0.665 -0.654 -0.899
N -1.908 1.352 0.613
N -1.278 3.500 -0.236
O -0.373 0.655 1.418
O 1.302 0.438 -0.374
S 0.863 1.246 0.962
H 0.484 -2.786 -0.767
H 2.163 -2.341 -0.428
H 0.840 -1.998 0.793
H -0.284 -0.525 -0.513
H 0.651 -0.577 -1.995
H -2.481 1.148 1.433
*
```

Its strongest force on any atom is 3.70 eV/Å. The calculation puts the energy above the lowest of the compared OMol25 structures with the same formula, charge and spin at 5.7753 eV. The HOMO energy (alpha / beta) comes out at -8.82 / -9.18 eV. The gap between HOMO and LUMO (alpha / beta) is 7.72 / 8.01 eV. For the total energy, the calculation gives -21114.0741 eV. As for the LUMO energy (alpha / beta): -1.102 / -1.166 eV.



(2)
The molecule C3H6N2O2S in a non-equilibrium geometry, computed with wB97M-V/def2-TZVPD.

```
! RIJCOSX wB97M-V def2-TZVPD def2/J DEFGRID3
* xyz 0 1
H 2.459 1.099 1.500
N 1.530 0.755 1.197
C 1.746 0.054 0.164
N 2.961 -0.269 -0.413
O 0.716 -0.476 -0.605
C -0.588 -0.247 -0.315
S -1.609 -1.352 0.310
O -0.876 1.066 -0.546
C -2.176 1.495 -0.073
H 3.723 0.281 -0.067
H 2.961 -0.462 -1.404
H -2.239 1.273 1.018
H -2.232 2.571 -0.356
H -2.978 0.944 -0.595
*
```

Its strongest force on any atom is 2.05 eV/Å. The calculation puts the energy above the lowest of the compared OMol25 structures with the same formula, charge and spin at 1.8613 eV. The HOMO energy comes out at -9.05 eV. The gap between HOMO and LUMO is 9.63 eV. As for the structure (SMILES): [H]/N=C(\N)OC(=S)OC. For the total energy, the calculation gives -21117.9881 eV. As for the LUMO energy: 0.581 eV.



(3)
A structure of composition C3H6N2O3 in a non-equilibrium geometry, computed with wB97M-V/def2-TZVPD.

```
! RIJCOSX wB97M-V def2-TZVPD def2/J DEFGRID3
* xyz 0 1
C 2.113 -0.534 0.704
N -0.655 0.229 -0.496
C -2.083 0.447 -0.536
C 0.663 -0.220 0.753
O 0.050 0.841 -1.578
O -2.721 -0.484 0.143
N -0.200 -0.962 0.024
O -2.558 1.365 -1.142
H -0.407 1.693 -1.689
H -2.023 -1.135 0.425
H 0.396 0.616 1.405
H 2.631 -0.223 1.609
H 2.254 -1.607 0.541
H 2.541 -0.026 -0.165
*
```

Its strongest force on any atom is 3.32 eV/Å. The calculation puts the energy above the lowest of the compared OMol25 structures with the same formula, charge and spin at 5.5327 eV. The HOMO energy (alpha / beta) comes out at -9.35 / -9.35 eV. The gap between HOMO and LUMO (alpha / beta) is 9.28 / 9.28 eV. For the total energy, the calculation gives -12326.6953 eV. As for the LUMO energy (alpha / beta): -0.069 / -0.068 eV.



(4)
The molecule C3H6N2O3 in a non-equilibrium geometry, computed with wB97M-V/def2-TZVPD.

```
! RIJCOSX wB97M-V def2-TZVPD def2/J DEFGRID3
* xyz 0 1
N 1.604 0.529 1.402
C 0.854 0.204 0.318
N 0.110 -0.959 0.454
C -0.981 -1.132 -0.436
O -0.979 -1.983 -1.300
O -2.134 -0.597 0.070
C -0.161 1.129 -0.923
O 1.239 0.735 -0.844
H 1.257 0.301 2.320
H 2.253 1.294 1.307
H 0.654 -1.799 0.642
H -2.838 -0.835 -0.548
H -0.565 0.979 -1.915
H -0.315 2.136 -0.547
*
```

Its strongest force on any atom is 2.29 eV/Å. The calculation puts the energy above the lowest of the compared OMol25 structures with the same formula, charge and spin at 3.7525 eV. The HOMO energy comes out at -8.07 eV. The gap between HOMO and LUMO is 8.80 eV. As for the structure (SMILES): N[C@@]1(NC(=O)O)CO1. For the total energy, the calculation gives -12328.4755 eV. As for the LUMO energy: 0.734 eV.



(5)
The molecule C3H6N2O3 in a non-equilibrium geometry, computed with wB97M-V/def2-TZVPD.

```
! RIJCOSX wB97M-V def2-TZVPD def2/J DEFGRID3
* xyz 0 1
N 2.164 -1.157 0.275
N 1.635 0.103 0.114
C 0.443 0.249 0.443
C -0.573 -0.769 1.039
O -0.828 -1.759 0.074
O -0.108 1.518 0.125
C -1.013 1.627 -0.863
O -1.610 0.704 -1.379
H 3.173 -0.996 0.362
H 1.784 -1.716 1.026
H -0.134 -1.292 1.883
H -1.477 -0.217 1.385
H -1.470 -1.414 -0.550
H -1.232 2.670 -1.101
*
```

Its strongest force on any atom is 2.23 eV/Å. The calculation puts the energy above the lowest of the compared OMol25 structures with the same formula, charge and spin at 2.8966 eV. The HOMO energy comes out at -9.37 eV. The gap between HOMO and LUMO is 10.21 eV. As for the structure (SMILES): N/N=C(\CO)OC=O. For the total energy, the calculation gives -12329.3314 eV. As for the LUMO energy: 0.846 eV.



(6)
A cluster of 2 separate species, C3H6N2O3 in total in a non-equilibrium geometry, computed with wB97M-V/def2-TZVPD.

```
! RIJCOSX wB97M-V def2-TZVPD def2/J DEFGRID3
* xyz 0 1
H 2.285 0.936 -1.370
N 1.444 1.079 -0.772
C 0.852 0.094 -0.206
C -0.306 0.054 0.770
C -0.298 -1.531 0.418
O 0.870 -1.225 -0.387
H -1.317 0.562 0.387
H -0.083 0.195 1.815
H -0.334 -2.263 1.194
H -1.127 -1.770 -0.288
O -1.757 3.995 -0.927
N -0.918 3.245 -1.184
O 0.037 3.069 -0.150
H 0.661 2.259 -0.543
*
```

Its strongest force on any atom is 3.98 eV/Å. The calculation puts the energy above the lowest of the compared OMol25 structures with the same formula, charge and spin at 5.5786 eV. The HOMO energy comes out at -9.16 eV. The gap between HOMO and LUMO is 9.76 eV. As for the structure (SMILES): [H]/N=C1/CCO1.O=NO. For the total energy, the calculation gives -12326.6494 eV. As for the LUMO energy: 0.602 eV.



(7)
A cluster of 2 separate species, C3H6N2O3S in total in a non-equilibrium geometry, computed with wB97M-V/def2-TZVPD.

```
! RIJCOSX wB97M-V def2-TZVPD def2/J DEFGRID3
* xyz 0 1
C -0.737 1.000 -0.365
C 1.218 0.093 -0.131
C 1.333 1.643 -0.063
N -0.231 -0.137 -0.283
N -3.450 -1.368 0.187
O -4.325 0.777 1.241
O -4.791 0.305 -1.167
O -0.024 2.100 -0.279
S -3.895 0.265 -0.039
H 1.735 -0.334 -0.993
H 1.559 -0.404 0.778
H 1.660 2.007 0.914
H 1.962 2.066 -0.847
H -3.217 -1.845 -0.675
H -2.738 -1.501 0.894
*
```

Its strongest force on any atom is 1.05 eV/Å. The calculation puts the energy above the lowest of the compared OMol25 structures with the same formula, charge and spin at 4.2699 eV. The HOMO energy (alpha / beta) comes out at -9.44 / -10.25 eV. The gap between HOMO and LUMO (alpha / beta) is 7.95 / 8.50 eV. For the total energy, the calculation gives -23161.6977 eV. As for the LUMO energy (alpha / beta): -1.488 / -1.748 eV.



(8)
The molecule C3H6N2O4 in a non-equilibrium geometry, computed with wB97M-V/def2-TZVPD.

```
! RIJCOSX wB97M-V def2-TZVPD def2/J DEFGRID3
* xyz 0 1
N 0.821 0.749 3.135
C 0.314 0.862 1.886
O -0.692 1.601 1.754
O 0.966 0.154 0.993
C 0.455 0.516 -0.267
O -0.398 -0.446 -0.703
C -0.386 -0.927 -1.947
N -1.219 -1.991 -2.133
O 0.211 -0.428 -2.849
H 0.343 1.199 3.890
H 1.591 0.122 3.325
H 1.321 0.544 -0.852
H -0.069 1.468 -0.303
H -1.378 -2.153 -3.114
H -2.009 -2.241 -1.540
*
```

Its strongest force on any atom is 5.36 eV/Å. The calculation puts the energy above the lowest of the compared OMol25 structures with the same formula, charge and spin at 0.7486 eV. The HOMO energy comes out at -10.35 eV. The gap between HOMO and LUMO is 11.12 eV. As for the structure (SMILES): NC(=O)OCOC(N)=O. For the total energy, the calculation gives -14379.2768 eV. As for the LUMO energy: 0.775 eV.



Which value of energy above the lowest of the compared OMol25 structures with the same formula, charge and spin does entry 1 give? 5.7753 eV